(1)
DFT (ωB97M-V/def2-TZVPD) results for C6H18BeN8O10 as an isolated structure in a non-equilibrium geometry.

XYZ file:
```
43
Properties=species:S:1:pos:R:3:mulliken_charge:R:1
Be 0.14 0.01 -0.39 1.274
O 1.04 1.16 -4.11 -0.521
C 0.50 0.40 -3.10 0.695
O 1.07 -0.65 -2.77 -0.637
O -0.47 0.91 -2.46 -0.669
H 1.69 0.48 -4.34 0.318
O 4.04 0.02 0.97 -0.534
C 2.76 -0.05 0.55 0.752
O 1.85 0.20 1.37 -0.792
O 2.51 -0.22 -0.66 -0.597
H 4.08 0.14 1.92 0.327
C -1.89 1.00 2.24 0.674
O -1.48 0.09 1.53 -0.526
N -1.74 0.98 3.59 -0.478
N -2.50 2.11 1.75 -0.330
H -1.03 0.39 4.00 0.244
H -2.01 1.78 4.13 0.147
H -2.44 2.35 0.78 0.199
H -3.05 2.71 2.33 0.153
C 1.62 -2.90 -0.39 0.671
O 0.66 -2.24 0.00 -0.515
N 2.39 -3.57 0.52 -0.453
N 1.99 -3.11 -1.67 -0.307
H 3.13 -4.19 0.22 0.124
H 2.13 -3.59 1.48 0.229
H 1.52 -2.65 -2.44 0.273
H 2.84 -3.63 -1.79 0.151
C 0.70 3.28 0.99 0.426
O 0.30 2.50 0.12 -0.459
N 0.37 4.60 0.95 -0.466
N 1.47 2.87 2.03 -0.370
H -0.39 4.80 0.33 0.233
H 0.62 5.27 1.65 0.160
H 1.54 1.85 2.09 0.347
H 2.20 3.49 2.34 0.208
C -2.78 -1.99 -1.53 0.404
O -1.72 -1.71 -1.01 -0.295
N -3.22 -3.23 -1.81 -0.406
N -3.79 -1.02 -1.71 -0.553
H -4.19 -3.35 -2.05 0.170
H -2.79 -4.09 -1.51 0.238
H -4.20 -1.15 -2.62 0.224
H -3.46 -0.08 -1.52 0.267
```

Computed properties:
energy above the lowest of the compared OMol25 structures with the same formula, charge and spin = 0.0 kcal/mol
molecular weight = 371.3 g mol⁻¹
calculated total energy = -1444.839028 hartree



(2)
DFT (ωB97M-V/def2-TZVPD) results for C5H16N2O as an isolated structure in a non-equilibrium geometry.

XYZ file:
```
24
Properties=species:S:1:pos:R:3:mulliken_charge:R:1
C 1.25 -2.38 -0.41 -1.644
C 0.34 -1.35 0.25 0.105
C 0.27 0.05 -0.23 -0.350
C 0.01 1.10 0.81 0.258
C 0.81 1.17 1.89 -0.951
N -0.78 2.36 0.56 -0.238
N -1.34 -2.05 -0.05 -0.625
H 2.27 -2.20 -0.15 0.441
H 1.25 -2.33 -1.47 0.401
H 1.02 -3.30 -0.01 0.512
H 0.17 -1.57 1.33 0.578
H -0.59 -0.04 -0.97 0.320
H 1.26 0.28 -0.85 0.328
H 0.79 2.15 2.52 0.257
H 1.59 0.36 2.23 0.286
H -0.88 2.45 -0.47 0.414
H -1.75 2.14 1.25 0.485
H -0.28 3.13 0.91 0.374
H -1.26 -2.91 0.56 0.394
H -1.98 -1.27 0.33 0.332
H -1.62 -2.48 -0.96 0.330
H -0.74 2.11 -2.89 0.287
H 0.44 2.66 -2.10 0.352
O -0.25 1.93 -2.07 -0.647
```

Computed properties:
energy above the lowest of the compared OMol25 structures with the same formula, charge and spin = 70.9 kcal/mol
molecular weight = 120.2 g mol⁻¹
net charge = +2
calculated total energy = -384.142717 hartree



What did we get for HOMO? Answer: -8.48; -18.16 eV, in the order shown.